(1)
The following is a DFT calculation (ωB97M-V/def2-TZVPD) of a molecular structure, C28H56P2SiTi at a distorted geometry.

The geometry in XYZ format:
```
88
Properties=species:S:1:pos:R:3:mulliken_charge:R:1
Ti -0.29738 -0.11563 -2.25297 -0.86
C 1.85599 -1.61039 -0.57203 0.18
C 1.83215 -1.02056 -1.90766 2.35
C 2.16113 0.65849 -0.30000 0.89
C 2.11659 -0.59160 0.35934 -0.10
C 2.00355 0.43053 -1.71126 0.44
C 1.90901 -3.06799 -0.29218 -2.12
H 1.39708 -3.66115 -1.07188 0.27
H 1.46494 -3.32878 0.68477 0.27
H 2.96498 -3.40052 -0.25832 0.44
C 2.49021 -0.77434 1.79402 -0.74
H 2.33058 -1.80732 2.12130 0.32
H 1.88941 -0.12595 2.43710 -0.51
H 3.54573 -0.50937 1.98772 0.39
C 2.58235 1.94082 0.32267 -0.92
H 3.66765 2.13271 0.17841 0.35
H 2.40470 1.94428 1.41462 -0.43
H 2.01832 2.78817 -0.10815 0.22
C 2.27715 1.43010 -2.78335 -1.50
H 3.18552 1.15218 -3.34516 0.28
H 2.45300 2.43557 -2.36405 0.44
H 1.45771 1.51967 -3.52402 0.12
C 2.23291 -1.76883 -3.13435 -1.81
H 3.32981 -1.91433 -3.10623 0.34
H 2.00254 -1.23613 -4.06803 0.37
H 1.77448 -2.77441 -3.17501 0.34
C -1.98564 -0.95623 -1.49194 0.45
C -1.06468 -1.99290 -1.94368 1.38
C -1.17393 -2.65910 -3.29454 -1.59
C -0.74771 -1.79568 -4.52494 -1.35
C -0.41326 -0.36397 -4.24426 -0.10
C -1.38949 0.58556 -3.79232 -0.33
C -2.85000 0.22257 -3.61944 -1.50
C -3.19221 -0.54030 -2.31819 -1.74
H -2.19238 -3.06310 -3.45491 0.38
H -1.57397 -1.85825 -5.25398 0.54
H -0.56218 -3.57965 -3.30661 0.48
H -3.81237 -1.43088 -2.55295 0.53
H -2.11998 -0.83064 -0.41046 -0.41
H -0.66574 -2.65814 -1.17297 0.26
H -3.81864 0.11978 -1.69567 0.44
H -3.45463 1.14103 -3.68623 0.58
H -1.15079 1.64854 -3.88066 0.77
H -3.16304 -0.40227 -4.46183 0.35
H 0.11816 -2.27111 -5.01932 0.40
H 0.40541 0.05366 -4.83326 0.72
P -1.30916 -1.43267 2.47626 1.60
C -0.76564 -2.31223 3.96996 -1.28
H -1.56022 -3.01860 4.24493 0.48
H -0.60938 -1.55896 4.74536 0.34
H 0.16864 -2.85046 3.76348 0.36
C -3.05330 -1.09442 2.86864 -1.38
H -3.45521 -1.93730 3.44142 0.51
H -3.63414 -0.95762 1.94909 0.36
H -3.07000 -0.17289 3.45416 0.33
C -1.65175 -2.98908 1.45035 -1.12
H -2.13503 -2.77546 0.48556 0.31
H -2.32879 -3.65304 2.01704 0.59
H -0.73706 -3.56233 1.24173 0.36
P -1.31061 2.64247 -1.04688 1.30
C -0.74341 3.89763 -2.27114 -1.51
H -1.53139 4.65474 -2.40361 0.47
H -0.50183 3.43995 -3.23764 0.36
H 0.16388 4.37220 -1.87116 0.42
C -3.13599 2.75554 -1.23002 -1.52
H -3.47749 2.55770 -2.25198 0.29
H -3.42853 3.77029 -0.93575 0.59
H -3.59947 2.03801 -0.53915 0.25
C -1.18487 3.68764 0.43063 -0.95
H -2.00495 4.41872 0.37818 0.44
H -0.22346 4.21665 0.42373 0.42
H -1.29717 3.08118 1.33016 -0.10
C 1.90511 1.41992 4.48978 -1.10
Si 0.19451 1.98745 3.87573 0.21
C -1.06860 2.12265 5.27341 -1.11
C 0.59559 3.77508 3.29217 -1.13
C -0.55413 0.67738 2.67613 -0.15
H 2.25575 2.00331 5.35735 0.45
H 2.67940 1.51527 3.71099 0.35
H 1.85568 0.36607 4.79806 0.30
H -0.70385 2.69715 6.13951 0.32
H -2.00509 2.58566 4.93501 0.36
H -1.30125 1.10152 5.62223 0.27
H 1.19901 3.80426 2.37264 0.28
H -0.29245 4.39693 3.10755 0.39
H 1.18405 4.32467 4.04525 0.46
H 0.11085 0.45962 1.82061 -0.68
H -1.43990 1.15535 2.17682 0.56
```

## Properties
**Orbital gap (spin up / spin down)**: 4.129 / 4.125 eV
**Charge**: +1
**Total energy**: -2921.7270 a.u.
**⟨S²⟩**: 0.757
**Multiplicity**: 2

(2)
The following is a DFT calculation (ωB97M-V/def2-TZVPD) of a molecular structure, C28H57Br26FN2O5S at a distorted geometry.

The geometry in XYZ format:
```
120
Properties=species:S:1:pos:R:3:mulliken_charge:R:1
N -0.67737 0.55230 -3.06455 -0.49
C -0.89796 1.91806 -3.54981 0.77
N -2.30213 2.21510 -3.46213 -0.27
O -0.55467 1.84177 -4.95634 -0.09
S 0.86583 2.59803 -5.13790 1.11
O 0.61440 3.84464 -5.71887 -0.62
O 1.67188 1.73099 -5.86518 -0.59
O 1.32780 2.76366 -3.60132 -0.28
C 0.12543 2.83201 -2.80615 0.39
O -0.30513 4.10190 -2.70333 -0.55
F 0.40258 2.25000 -1.65809 -0.18
H -0.73205 -0.03706 -3.88621 0.00
H -1.45788 0.34226 -2.45402 0.22
H -2.69731 1.85064 -4.32605 -0.02
H -2.48019 3.21513 -3.51677 0.07
H 0.40660 4.70538 -2.44471 0.35
Br -5.43879 1.71449 -5.86180 -0.14
C -4.87824 1.03713 -7.60885 -0.67
C -4.12956 -0.26225 -7.48931 -0.45
Br -2.29886 -0.00215 -6.88146 -0.09
H -4.29478 1.82098 -8.08008 0.42
H -5.80381 0.89310 -8.16159 0.41
H -4.03355 -0.73825 -8.46044 0.17
H -4.59314 -0.95575 -6.79494 0.40
Br 1.76717 3.90828 2.75631 -0.14
C 2.60895 2.16661 2.59866 -0.14
C 3.86706 2.18747 1.76844 0.45
Br 3.51354 2.25331 -0.13711 -0.13
H 1.85134 1.49144 2.21073 0.00
H 2.85098 1.89181 3.62603 0.13
H 4.42300 1.26139 1.90946 -0.63
H 4.50969 3.03181 1.99734 0.46
Br 4.72606 -3.77620 -1.50746 -0.15
C 5.79494 -2.15736 -1.34591 -0.50
C 4.94161 -0.95745 -1.03787 -0.69
Br 3.98953 -0.32591 -2.60786 -0.15
H 6.35071 -2.05321 -2.27174 0.41
H 6.48597 -2.35361 -0.52846 0.30
H 5.56083 -0.11851 -0.72533 0.40
H 4.19433 -1.15550 -0.27577 0.37
Br -0.01795 -0.62037 1.43585 -0.21
C -0.27556 -1.47996 3.16134 -0.66
C 1.03097 -1.82329 3.81968 -0.13
Br 1.85744 -3.39189 3.01874 -0.11
H -0.90304 -2.34737 2.98599 0.44
H -0.82001 -0.75505 3.76354 0.36
H 0.87105 -2.08694 4.86352 0.42
H 1.75883 -1.01961 3.75883 -0.16
Br -5.43947 -3.16086 -9.14807 -0.14
C -3.57679 -3.70058 -8.95657 -0.57
C -3.44229 -5.11733 -8.47776 -0.59
Br -3.81937 -5.21642 -6.57554 -0.06
H -3.11416 -2.99290 -8.27417 0.25
H -3.14642 -3.58047 -9.94830 0.43
H -2.41489 -5.45824 -8.59078 0.31
H -4.10833 -5.81228 -8.97793 0.40
Br 3.38461 -7.29299 2.81208 -0.14
C 4.41364 -6.32065 4.14691 -0.28
C 3.93883 -6.62457 5.54271 -0.52
Br 2.27833 -5.69574 5.93954 -0.14
H 4.33777 -5.26714 3.89698 -0.04
H 5.44143 -6.65098 4.01303 0.37
H 4.65547 -6.25923 6.27530 0.32
H 3.75804 -7.68072 5.71173 0.40
Br -0.08954 -5.46746 -5.70891 -0.16
C -0.24806 -5.15234 -3.79606 -0.70
C -1.59108 -4.56760 -3.45388 -0.38
Br -1.68859 -2.67942 -3.92517 0.06
H 0.57974 -4.51094 -3.51132 0.43
H -0.12506 -6.12785 -3.33098 0.40
H -1.76395 -4.60418 -2.38190 0.32
H -2.41008 -5.06168 -3.96598 0.08
Br -5.46564 -6.21989 -3.18704 -0.14
C -6.41412 -4.89541 -2.12071 -0.53
C -5.79416 -3.53247 -2.26153 -0.59
Br -4.14975 -3.38896 -1.23670 -0.12
H -6.41512 -5.25532 -1.09746 0.36
H -7.43178 -4.89339 -2.50487 0.35
H -6.45219 -2.76760 -1.85521 0.36
H -5.54651 -3.28543 -3.28955 0.32
Br 4.32504 3.51968 5.65800 -0.15
C 2.98278 4.42092 6.74981 -0.40
C 2.05134 3.43179 7.39641 -0.46
Br 0.75030 2.74933 6.11810 -0.15
H 2.47299 5.12954 6.10400 0.40
H 3.54871 4.96264 7.50254 0.15
H 1.46201 3.90909 8.17449 0.30
H 2.56641 2.57427 7.81486 0.29
Br 5.90326 -1.10606 2.07789 -0.11
C 4.63606 -0.99408 3.55010 1.54
C 5.33022 -1.04384 4.88387 -0.79
Br 5.89400 -2.85402 5.32774 -0.16
H 3.92402 -1.80362 3.41607 -0.32
H 4.13031 -0.03846 3.42010 -1.02
H 4.64680 -0.75381 5.67941 0.45
H 6.21639 -0.41930 4.92459 0.43
Br -4.40786 5.44518 -3.49632 -0.13
C -5.77845 4.10750 -3.18443 -0.31
C -7.02567 4.70221 -2.58973 -0.61
Br -6.80897 5.09359 -0.69539 -0.16
H -5.32818 3.34291 -2.55612 0.46
H -5.98658 3.68909 -4.17093 -0.07
H -7.84703 3.99100 -2.64017 0.38
H -7.32061 5.62927 -3.06948 0.39
Br -2.13955 4.37330 -1.12948 0.06
C -3.25724 4.44834 0.46039 -0.58
C -2.45030 4.37678 1.73133 -0.63
Br -1.82542 2.57020 2.11188 -0.11
H -3.97695 3.64036 0.37290 0.35
H -3.77975 5.40173 0.40336 0.31
H -3.07649 4.64485 2.57974 0.41
H -1.56743 5.00905 1.72121 0.33
Br 3.83132 2.25314 10.70665 -0.13
C 4.89013 3.87175 10.91919 -0.60
C 4.05403 5.01733 11.42296 -0.54
Br 2.94271 5.76486 10.01066 -0.13
H 5.35075 4.07528 9.95799 0.36
H 5.66113 3.61674 11.64250 0.35
H 4.68899 5.83735 11.75038 0.34
H 3.38721 4.73531 12.23062 0.37
```

## Properties
**Orbital gap**: 9.394 eV
**Charge**: 0
**Total energy**: -69009.2337 a.u.
**Multiplicity**: 1

(3)
The following is a DFT calculation (ωB97M-V/def2-TZVPD) of 10 unconnected molecules or ions with the total composition C28H57Cl18N2O3 at a distorted geometry.

The geometry in XYZ format:
```
108
Properties=species:S:1:pos:R:3:mulliken_charge:R:1
C -2.21283 -1.09310 -3.14901 0.24
C -1.50182 -0.52313 -4.52354 -0.44
O -0.77538 -1.64939 -5.13074 -0.34
C 0.67841 -1.55084 -4.92843 0.40
O 1.31025 -0.47392 -5.45277 -0.53
C 1.48105 -2.71858 -4.09199 -0.39
C 2.80175 -2.12139 -3.29127 -0.55
C 2.47875 -1.73072 -1.72252 -0.97
C 1.69017 -0.26315 -1.57292 0.52
C 2.71208 0.85575 -2.19745 -0.32
N 2.41164 2.28783 -1.81536 -0.25
C 1.36792 2.40435 -0.72721 -0.71
C 1.56324 1.28519 0.45436 0.36
O 0.42564 1.49078 1.41128 -0.47
N 1.39010 -0.11134 -0.09869 0.31
H -2.67191 -0.19484 -2.55018 0.36
H -3.06344 -1.85898 -3.43589 -0.35
H -1.41375 -1.64022 -2.49225 -0.18
H -2.37042 -0.18203 -5.24454 0.35
H -0.83760 0.39928 -4.24281 0.26
H 1.85885 -3.56395 -4.83882 0.36
H 0.75013 -3.28190 -3.33592 0.20
H 3.35488 -1.26403 -3.89308 0.25
H 3.58948 -3.01685 -3.24206 0.37
H 3.53838 -1.56327 -1.20219 0.40
H 1.94965 -2.58653 -1.12362 0.39
H 0.68975 -0.39939 -2.20396 -0.38
H 3.85635 0.56853 -2.01408 -0.04
H 2.58149 0.79742 -3.38266 0.14
H 3.34507 2.69700 -1.51282 0.25
H 0.25616 2.46724 -1.15548 0.18
H 1.54484 3.46528 -0.20917 0.45
H 2.54646 1.41432 1.09526 -0.02
H 0.43944 2.47379 1.64982 0.32
H 2.04545 -0.73961 0.43667 0.55
H 0.40907 -0.48647 0.06580 0.13
Cl 5.19018 3.97434 -0.03056 -0.21
C 6.60389 2.89121 -0.05175 -0.32
C 6.25756 1.50502 -0.57209 -0.44
Cl 5.21247 0.60550 0.55573 -0.14
H 7.01597 2.85043 0.96105 0.35
H 7.34921 3.35689 -0.70360 0.12
H 7.17061 0.91549 -0.69545 0.42
H 5.74991 1.55291 -1.54043 0.30
Cl -5.28909 -2.43248 -3.95471 -0.20
C -5.01287 -3.18236 -5.54644 -0.34
C -6.20989 -3.02503 -6.47087 0.09
Cl -7.60824 -3.98667 -5.92939 -0.19
H -4.76209 -4.23543 -5.38707 0.35
H -4.13982 -2.68706 -5.98202 0.23
H -5.95351 -3.37729 -7.47417 0.31
H -6.52578 -1.98003 -6.54743 -0.24
Cl -7.59338 0.02717 -6.82929 -0.19
C -7.93007 0.70008 -8.44362 -0.43
C -8.43919 -0.35648 -9.41144 -0.47
Cl -7.17747 -1.53844 -9.84080 -0.18
H -7.01588 1.17623 -8.81075 0.30
H -8.68840 1.47752 -8.31019 0.31
H -8.75917 0.11709 -10.34406 0.35
H -9.29144 -0.90476 -8.99826 0.31
Cl 0.26200 0.17407 6.95041 -0.15
C 0.63877 -0.07675 5.22781 -0.42
C -0.56857 0.16307 4.33504 0.87
Cl -1.82114 -1.08541 4.54883 -0.20
H 1.03219 -1.09097 5.11016 0.17
H 1.43527 0.62868 4.97242 0.33
H -0.26617 0.13075 3.28436 -0.22
H -1.02535 1.13869 4.52790 -0.37
Cl 9.65317 6.85709 -0.37359 -0.18
C 11.06688 5.77395 -0.39479 -0.41
C 10.72055 4.38777 -0.91513 -0.46
Cl 9.67546 3.48825 0.21269 -0.16
H 11.47896 5.73317 0.61802 0.31
H 11.81220 6.23964 -1.04664 0.30
H 11.63360 3.79824 -1.03849 0.33
H 10.21290 4.43566 -1.88346 0.31
Cl 0.28826 -5.29277 5.98595 -0.18
C -0.55352 -4.98403 4.44703 -0.36
C 0.41157 -4.63928 3.32365 -0.44
Cl 1.18212 -3.05115 3.56325 -0.14
H -1.28187 -4.18443 4.61254 0.20
H -1.10206 -5.89744 4.19794 0.33
H -0.12725 -4.58897 2.37310 0.23
H 1.20267 -5.38930 3.22718 0.37
Cl -0.88483 1.18691 12.67268 -0.19
C -0.60861 0.43703 11.08095 -0.42
C -1.80563 0.59436 10.15651 -0.01
Cl -3.20398 -0.36727 10.69800 -0.20
H -0.35783 -0.61604 11.24032 0.35
H 0.26444 0.93233 10.64537 0.26
H -1.54925 0.24210 9.15322 -0.08
H -2.12151 1.63936 10.07996 0.30
Cl -2.21430 -1.73020 -0.09976 -0.02
C -3.95509 -2.04356 0.10916 -0.72
C -4.27526 -3.53007 0.10765 -0.44
Cl -4.03196 -4.26835 -1.49519 -0.13
H -4.49314 -1.51436 -0.68311 0.30
H -4.24275 -1.60286 1.06849 0.39
H -5.32575 -3.68428 0.37050 0.34
H -3.66007 -4.07588 0.82967 0.30
Cl -2.04127 3.23535 4.22618 -0.15
C -3.07150 4.16743 5.34065 -0.49
C -2.48641 4.23530 6.74253 -0.55
Cl -2.51930 2.65385 7.56184 -0.13
H -4.06784 3.71516 5.34098 0.32
H -3.15597 5.17585 4.92444 0.32
H -3.07445 4.92234 7.35785 0.35
H -1.45117 4.59002 6.73077 0.30
```

## Properties
**Orbital gap**: 9.207 eV
**Charge**: +1
**Total energy**: -9719.3643 a.u.
**Multiplicity**: 1